Record 1
Entry from the OMol25 dataset: 9 unconnected molecules or ions with the total composition C54H91BBr2ClF10N10O5P2S at a distorted geometry (the ωB97M-V functional and the def2-TZVPD basis).

## Properties
* E_HOMO: -0.3625 Ha
* 2S+1: 1
* charge: +1
* electronic energy: -10747.2512 Ha

XYZ file:
```
177
Properties=species:S:1:pos:R:3:lowdin_charge:R:1
N 12.01 0.49 6.60 0.102
F 0.83 3.19 3.88 0.063
H -4.73 -11.01 -0.65 0.080
F 0.12 2.36 1.15 0.022
H -6.28 4.44 1.03 0.073
H -0.24 -4.90 6.60 0.078
H 0.92 -0.68 -1.35 0.084
H 11.98 1.79 3.70 0.068
C 12.25 3.62 4.85 -0.279
H 5.75 -3.84 4.40 0.069
C -8.20 4.74 0.04 -0.302
H 5.28 2.41 4.07 0.093
H -1.19 6.20 -8.36 0.111
C -2.92 -9.87 -0.26 -0.276
H 8.76 1.95 6.56 0.070
H -5.29 1.74 -2.25 0.057
H -1.49 1.61 -0.63 0.118
H 3.13 -0.48 -1.52 0.009
C -3.39 -9.22 1.04 -0.194
P -1.30 -3.36 -0.39 0.902
C -12.57 6.40 2.86 -0.189
H 2.83 -3.08 -4.66 0.113
H -3.62 -1.33 -5.58 0.100
H 5.56 -2.24 3.69 0.060
H 2.16 2.91 -1.73 0.089
N -0.96 0.25 -2.20 -0.180
O -2.41 2.57 -6.07 -0.095
C 6.80 1.20 3.16 -0.164
H 11.18 3.71 5.09 0.104
C -0.89 -5.42 5.89 -0.111
H -3.48 -3.18 0.97 0.069
C -0.03 -1.48 -4.04 -0.212
C 12.40 2.79 3.58 -0.115
H -4.01 -9.92 1.61 0.118
C 7.02 2.38 5.35 -0.269
C -0.51 -3.97 -3.47 -0.274
H -3.72 -4.44 4.11 0.115
H 0.96 -4.65 0.02 0.050
H -9.21 3.14 -1.02 0.116
C -6.80 5.20 0.44 -0.114
C -11.82 5.90 1.64 -0.134
C -4.07 -10.30 -1.16 -0.115
C -2.28 6.17 -8.20 -0.275
C 7.57 -2.64 4.38 -0.283
C 6.25 -3.09 3.77 -0.114
H 3.13 -1.95 -6.07 0.150
H 3.86 -0.06 -3.87 0.074
H -13.34 7.11 2.54 0.116
H 0.91 -2.43 -5.81 0.139
C -7.40 3.65 -2.06 -0.149
Cl 1.41 -3.06 -2.26 1.026
C -1.98 6.58 -5.76 -0.176
C -2.26 1.43 -5.33 -0.131
C -0.27 -0.70 -1.20 -0.312
H 5.72 -1.95 -2.79 0.119
H -3.30 -3.00 -4.86 0.115
O 0.84 -1.52 1.17 -0.357
H 12.87 3.67 6.92 0.113
F -1.91 -4.40 -3.32 0.066
H -2.41 8.31 -7.79 0.070
C -0.88 -2.17 -1.72 -0.436
C -1.96 1.01 -1.58 -0.545
H 5.55 0.85 4.87 0.115
F 2.91 2.13 4.35 0.014
C 4.52 -1.93 -2.79 -0.249
N -4.89 -6.94 0.47 0.102
B -1.34 -1.66 -5.11 -0.340
H -0.58 -5.55 0.60 0.029
C 8.11 1.43 5.85 -0.114
O -1.19 -1.42 -6.60 0.023
H 7.38 -2.21 5.37 0.107
C -2.20 -5.65 3.20 -0.095
H 4.98 -0.48 -0.95 0.088
H 6.40 -3.51 2.77 0.077
C 3.92 -1.18 -4.16 -0.230
C 8.04 -4.87 5.39 -0.167
H -1.97 -0.89 -6.94 0.115
H -1.96 -1.95 -2.20 0.106
H -2.69 5.47 -8.94 0.110
H -2.17 4.65 -6.67 0.070
H -3.45 2.64 -1.15 0.101
H -0.43 2.24 -4.50 0.092
Br -3.54 -0.09 -0.75 0.764
H -3.67 5.59 -6.64 0.123
H 4.90 -1.21 -4.85 0.127
S -0.17 -0.43 0.60 0.850
H -3.46 -4.82 -0.07 0.035
N 7.59 -5.78 6.13 0.099
H 1.21 -0.63 -5.84 0.148
P 1.36 1.00 -3.27 0.994
N -0.13 -2.58 -3.01 -0.333
H -9.86 6.65 5.04 0.075
H -0.26 -5.78 5.07 0.070
C -8.18 3.44 -0.77 -0.184
H -1.51 -3.61 4.91 0.111
C 12.46 1.64 6.35 -0.166
H 14.07 2.96 5.83 0.117
C 8.59 -3.78 4.49 -0.192
H 8.00 -1.84 3.76 0.096
H -10.95 5.27 4.84 0.079
Br -2.11 3.86 -2.88 0.722
C -11.60 7.08 3.83 -0.275
H -6.18 5.43 -0.44 0.067
O 2.05 1.55 -4.74 -0.320
N 7.43 0.79 2.15 0.102
N -6.75 3.82 -3.12 0.116
H -7.72 2.63 -0.20 0.112
H 0.08 -4.08 1.58 0.065
C 1.22 -1.54 -5.06 -0.177
F 0.46 0.43 3.65 0.055
C 2.74 -1.91 -4.92 -0.247
N -1.57 -6.06 2.19 0.116
H -6.86 6.11 1.04 0.075
C -4.34 1.68 -2.92 -0.233
H 7.49 3.24 4.87 0.112
C -3.15 -3.68 -0.06 -0.279
H -8.68 5.53 -0.54 0.102
H -13.07 5.56 3.35 0.118
H -3.23 0.78 -5.34 0.116
C -0.80 1.12 -4.73 -0.145
C 1.93 2.44 3.24 -0.132
H -3.78 -3.14 -0.89 0.036
H -0.20 0.95 -5.76 0.159
C -10.51 6.13 4.33 -0.114
C -2.85 7.56 -8.46 -0.115
H 7.67 0.56 6.36 0.075
C -4.21 -7.97 0.73 -0.163
H 13.45 2.69 3.30 0.079
H 12.62 4.64 4.66 0.110
H -3.45 -6.00 4.91 0.121
C 1.13 2.60 -2.25 -0.262
H 0.93 3.47 -3.04 0.051
H 6.46 2.76 6.21 0.112
H -9.88 5.78 3.51 0.060
H 4.19 -3.05 -2.79 0.077
C 13.00 3.03 6.04 -0.195
H 3.84 -1.96 -0.60 0.078
H 1.94 2.54 -4.87 0.090
F 2.11 1.09 0.29 -0.013
H -3.30 -1.36 -3.76 0.068
C -2.92 -1.87 -4.77 -0.031
H -2.54 -4.09 6.25 0.113
C 4.11 -1.12 -1.40 -0.158
H -4.24 0.65 -3.44 0.035
C 6.05 1.70 4.39 -0.199
F 2.71 3.21 2.24 0.049
H -3.94 7.57 -8.33 0.079
F 0.04 -4.48 -4.74 0.087
H -2.63 7.88 -9.49 0.074
H 8.81 -4.19 3.50 0.116
C 1.46 0.93 2.69 -0.097
F 0.16 -5.05 -2.60 -0.095
C -2.94 2.21 -2.16 -0.715
F 2.76 0.15 2.70 0.028
C -0.10 -4.46 0.46 -0.344
C -2.58 5.65 -6.80 -0.200
H -2.31 -10.74 -0.03 0.112
H -3.69 -10.78 -2.07 0.075
H 9.53 -3.40 4.92 0.116
H -4.51 2.48 -3.80 0.074
H -1.33 -6.29 6.40 0.080
C -0.41 0.10 -3.53 -0.352
H -2.53 -8.94 1.65 0.101
H 11.87 3.27 2.75 0.074
N -1.47 7.36 -4.90 0.100
O -1.37 -0.61 1.53 -0.360
C -1.98 -4.48 5.39 -0.271
H 0.34 2.54 -1.40 0.023
H -2.28 -9.17 -0.82 0.110
N -11.19 5.49 0.63 0.122
C -2.95 -5.15 4.42 -0.176
C 0.87 1.10 1.13 -0.218
H -8.79 4.59 0.95 0.081
H 8.74 1.08 5.03 0.065
H -11.13 7.94 3.34 0.114
H -4.68 -9.45 -1.48 0.069
H -12.16 7.46 4.69 0.111
```



Record 2
Entry from the OMol25 dataset: 12 unconnected molecules or ions with the total composition C54H93BrClNO18P at a distorted geometry (the ωB97M-V functional and the def2-TZVPD basis).

## Properties
* E_HOMO: -0.3796 Ha
* 2S+1: 1
* charge: +1
* energy relative to the best compared isomer or geometry (same formula, charge and spin): 0.0 kJ/mol
* electronic energy: -6897.9334 Ha

XYZ file:
```
169
Properties=species:S:1:pos:R:3:lowdin_charge:R:1
C -8.49 -1.43 -1.83 -0.502
H 7.89 -1.05 -4.08 0.116
C -2.96 1.38 6.27 -0.016
H -4.20 -2.64 9.57 0.081
H 6.55 3.12 -3.27 0.124
H -1.01 5.85 -2.79 0.128
O 6.17 5.02 -2.30 -0.125
H -2.57 1.87 5.38 0.082
C 7.80 -0.06 -3.65 -0.153
H -0.04 -6.52 -2.80 0.082
C -3.71 0.13 5.87 -0.500
H -4.59 -8.02 -6.74 0.080
H 0.99 4.71 -3.58 0.121
C 10.69 3.52 -7.42 -0.016
H -6.37 -6.88 -9.92 0.086
H -4.98 -2.78 -6.30 0.081
C -4.01 10.20 2.75 -0.025
O -0.09 -4.33 7.63 0.062
H 2.32 4.10 -0.98 0.091
C -4.62 10.02 1.38 -0.506
O -1.74 6.45 -0.52 0.105
C -3.91 9.08 0.42 -0.032
H -2.31 -1.82 -2.66 0.030
H -5.34 -0.68 4.75 0.082
H 1.45 5.86 -2.27 0.103
H -0.88 -6.96 6.22 0.084
C -4.17 -0.54 11.49 -0.025
H -0.44 -3.35 4.83 0.078
H -2.47 -4.26 8.40 0.067
H -7.26 0.26 -1.35 0.083
C -8.03 -0.01 -2.07 -0.023
H 7.34 -1.94 -1.06 0.124
H -0.98 0.49 -3.95 0.128
Cl 4.70 -0.83 -5.34 0.818
H -9.38 -2.78 -0.43 0.083
H -9.98 -1.11 -0.32 0.087
N 1.06 0.66 -3.67 -0.037
H -1.58 6.90 0.33 0.121
C 0.95 4.93 -2.51 -0.149
C -5.33 -3.42 -5.49 -0.013
C -1.65 -6.00 -1.49 -0.500
H -4.06 -1.50 12.00 0.084
C 4.64 0.64 -4.42 -0.509
H -0.29 -2.26 -3.53 0.115
H 0.61 -1.33 -2.29 0.089
C 0.93 1.77 -2.91 0.039
H -4.62 -3.31 -2.09 0.078
H -1.09 4.20 -2.13 0.122
H -5.04 -4.45 -5.70 0.074
H -6.20 -3.68 -2.81 0.075
H -0.02 -0.54 -4.99 0.134
H -4.94 -1.67 8.28 0.075
O -5.63 10.60 1.05 0.079
C -4.69 -7.67 -7.77 -0.025
H -2.38 -5.96 8.89 0.087
C 4.09 0.07 7.26 -0.024
C -0.15 -2.30 4.77 -0.008
H -4.72 0.14 12.13 0.080
H 6.34 5.75 -1.68 0.100
H 0.76 3.38 -1.07 0.112
H 7.78 1.79 -4.80 0.080
H 3.58 -0.81 7.64 0.082
C 7.12 0.93 -4.67 -0.127
O 9.60 2.74 -5.46 0.046
O 0.16 5.54 0.15 0.118
C 3.60 2.52 6.61 -0.027
H -5.26 -5.54 -9.56 0.084
H -0.07 1.98 -2.56 0.147
O -3.97 -2.02 -4.13 0.024
P 4.64 4.60 -2.02 0.479
C -4.92 -0.72 10.19 -0.504
C 10.32 3.58 -5.96 -0.486
H -4.61 10.89 3.32 0.083
H -0.81 -6.78 0.32 0.088
H 8.83 -1.40 -1.76 0.128
H -3.63 2.06 6.79 0.088
H -1.65 -6.94 -3.41 0.078
C 0.46 -2.03 3.42 -0.504
C -5.12 -3.74 -2.96 -0.013
H -3.88 8.08 0.85 0.077
H -2.14 1.12 6.92 0.083
H 1.34 -0.56 2.14 0.071
H -0.36 -7.39 7.86 0.085
H 2.29 -0.61 -4.72 0.115
C 10.88 4.72 -5.16 -0.017
C -0.26 -1.35 -2.95 -0.232
H -2.90 9.44 0.24 0.083
H -4.81 -4.78 -3.06 0.081
C 3.09 1.20 7.13 -0.512
C -0.29 -6.64 7.08 -0.024
H 10.22 2.65 -7.88 0.083
H 8.81 0.32 -3.48 0.118
O 1.93 1.05 7.43 0.065
C -4.73 -2.97 -4.19 -0.481
H 10.34 4.42 -7.93 0.089
C 3.38 1.08 -3.89 -0.102
C -0.80 -5.31 7.59 -0.505
H -7.62 0.06 -3.08 0.080
C -4.90 0.30 4.96 -0.020
H 7.36 0.85 1.29 0.146
C 7.11 -0.16 -2.29 -0.167
O -5.96 -0.15 9.98 0.064
O -3.37 -0.96 6.27 0.046
H -8.37 -1.52 0.31 0.085
H 10.54 5.67 -5.58 0.089
C -0.64 5.71 -0.73 -0.521
C -5.84 -6.69 -7.85 -0.509
O 4.60 4.31 -0.43 -0.106
C 4.46 3.04 -2.89 -0.127
H -1.03 -1.68 4.92 0.076
H -1.93 -0.17 -2.15 0.056
C -1.02 -6.90 -2.52 -0.021
H 11.97 4.69 -5.18 0.090
C -9.10 -1.73 -0.48 -0.021
C 1.58 3.76 -1.69 -0.133
H -4.58 0.75 4.01 0.082
H -3.32 -1.26 8.87 0.080
H -8.87 0.67 -1.98 0.086
H -4.87 -8.52 -8.42 0.086
C 1.97 2.60 -2.58 -0.080
H -3.76 -7.18 -8.06 0.083
H 0.09 0.08 3.23 0.082
H -5.65 0.93 5.43 0.088
C 7.91 -1.05 -1.30 -0.158
O 3.75 5.68 -2.43 -0.229
H -6.98 -5.42 -9.12 0.082
O -2.70 -5.44 -1.70 0.056
H 0.75 -6.53 6.78 0.080
H 4.88 0.36 7.95 0.086
C -4.30 -1.63 9.16 -0.032
H -1.49 -5.14 0.45 0.070
C 5.77 1.37 -4.17 -0.229
O -8.38 -2.29 -2.67 0.058
C -0.53 5.14 -2.12 -0.095
Br -1.29 -1.83 -0.35 0.688
H -3.18 -0.12 11.30 0.085
C -2.23 -5.26 8.06 -0.017
C -6.13 -6.09 -9.20 -0.023
O 6.20 -0.66 0.75 0.084
H 4.52 -0.16 6.28 0.082
H 6.97 0.37 -5.59 0.087
H 0.07 -5.38 -0.37 0.086
H -3.00 10.60 2.66 0.084
H 11.77 3.44 -7.53 0.090
C 5.63 2.56 -3.43 0.014
O -6.50 -6.41 -6.88 0.061
H 6.12 -0.60 -2.35 0.115
O 8.26 -0.35 -0.10 -0.017
C -0.12 -0.18 -3.97 -0.089
C 7.22 -0.05 0.68 -0.365
C 3.27 2.26 -3.11 -0.038
H -4.45 9.05 -0.52 0.084
C 2.24 0.30 -4.14 0.020
H -0.91 -7.91 -2.12 0.087
H -3.97 9.24 3.27 0.083
C -0.92 -5.82 -0.19 -0.028
H -6.42 -3.36 -5.44 0.095
H 4.38 2.91 7.28 0.085
H 7.04 0.82 -1.81 0.116
H 0.58 -2.10 5.55 0.091
C -1.58 -1.19 -2.16 -0.593
H 10.54 4.65 -4.13 0.080
C 0.92 -0.62 3.15 -0.023
H -2.90 -5.53 7.24 0.088
O 0.56 -2.89 2.58 0.033
H 1.70 -0.34 3.87 0.078
H 4.78 3.37 -0.28 0.092
H 4.01 2.40 5.61 0.080
H 2.78 3.24 6.57 0.080
```